DFT (wB97M-V/def2-TZVPD) results for a cluster of 2 separate species, C27H27F6N4 in total at a distorted geometry.

Results
* HOMO: -10.65 eV
* E: -1863.04223 a.u.
* charge: +1
* Kohn-Sham gap: 5.36 eV
* lowest unoccupied orbital energy: -0.1943 Eh
* maximum force: 2.35 eV/A

Element x y z (Å)
C 2.3794 -2.1649 5.2140
N 0.9309 -1.9930 5.1252
C 0.1693 -2.8459 6.0509
C 0.1374 -4.2982 5.5500
F -0.5826 -5.0341 6.4162
F -0.4302 -4.3161 4.3314
F 1.4003 -4.7515 5.4784
C 0.3648 -1.6344 3.8695
C -0.6351 -0.6569 3.7325
C -1.1412 -0.3298 2.5029
C -0.6938 -0.9703 1.3219
C -1.2286 -0.5597 0.0735
C -0.9418 -0.9671 -1.2548
C -1.5776 -0.2997 -2.3301
C -1.3085 -0.6212 -3.6339
C -0.3929 -1.6382 -3.9563
N -0.0875 -2.0227 -5.2995
C -0.4980 -3.3561 -5.7421
C 1.1524 -1.5307 -5.9304
C 2.4073 -2.2569 -5.4160
F 3.4679 -1.8249 -6.1232
F 2.5686 -1.9696 -4.1140
F 2.2385 -3.5787 -5.5800
C 0.2197 -2.3194 -2.9026
C -0.0346 -1.9906 -1.6081
C 0.2758 -1.9836 1.4949
C 0.7997 -2.2872 2.7131
H 2.8766 -1.5054 4.5069
H 2.7211 -1.9274 6.2169
H 2.6540 -3.1900 4.9818
H 0.6185 -2.8087 7.0422
H -0.8507 -2.4745 6.1366
H -0.9832 -0.1456 4.6109
H -1.8943 0.4345 2.4156
H -1.9570 0.2295 0.1446
H -2.2768 0.4859 -2.1001
H -1.8052 -0.0978 -4.4299
H -1.3850 -3.6700 -5.1974
H -0.7171 -3.3472 -6.8055
H 0.2914 -4.0767 -5.5482
H 1.0828 -1.6473 -7.0104
H 1.2584 -0.4662 -5.7258
H 0.9450 -3.0805 -3.1366
H 0.5059 -2.5448 -0.8783
H 0.6022 -2.5936 0.6860
H 1.5115 -3.0893 2.8044
C 1.9388 5.6489 -0.1639
N 0.7231 4.8431 -0.0531
C 0.6408 3.4581 -0.0428
N -0.5848 3.0180 0.0694
C -1.3791 4.1284 0.1375
C -0.5839 5.2951 0.0627
C -1.1760 6.5636 0.1134
C -2.5380 6.6467 0.2371
C -3.3315 5.4925 0.3117
C -2.7734 4.2431 0.2635
H 1.7008 6.7091 -0.1349
H 2.6129 5.4238 0.6592
H 2.4460 5.4342 -1.1015
H 1.4957 2.8050 -0.1187
H -0.5630 7.4441 0.0557
H -3.0100 7.6142 0.2786
H -4.3999 5.5939 0.4091
H -3.3756 3.3548 0.3200

Mulliken atomic charge list, values in e, 2 entries: -1.013, 0.177

---

DFT (wB97M-V/def2-TZVPD) results for a cluster of 9 separate species, C27H27F9O27 in total at a distorted geometry.

Results
* HOMO: -11.04 eV
* E: -3975.45974 a.u.
* Kohn-Sham gap: 10.98 eV
* lowest unoccupied orbital energy: -0.0021 Eh
* maximum force: 4.37 eV/A

Element x y z (Å)
O -4.6800 -17.4013 14.1149
C -4.7168 -16.3091 14.5634
O -5.0168 -15.1350 13.9083
C -4.8188 -14.0409 14.7776
C -4.7048 -14.6460 16.1606
F -5.9438 -14.5787 16.7798
O -4.3979 -15.9396 15.8910
H -3.9603 -13.4413 14.4862
H -5.7012 -13.4372 14.6984
H -4.0061 -14.1233 16.8145
O -0.2210 -13.9086 23.4527
C 0.3737 -13.8300 22.4000
O 1.2945 -12.9234 22.1288
C 1.6380 -13.0830 20.7046
C 1.1297 -14.4598 20.3288
F 2.1283 -15.4152 20.4219
O 0.1796 -14.6536 21.3340
H 1.0950 -12.2605 20.2014
H 2.6592 -12.8160 20.6013
H 0.6463 -14.5670 19.3246
O -2.1388 -16.6763 22.5567
C -1.6863 -16.5158 23.6356
O -2.2439 -15.8405 24.5700
C -1.3549 -15.6212 25.6954
C -0.2202 -16.6163 25.3340
F -0.4257 -17.7061 26.1693
O -0.4418 -16.9390 23.9722
H -1.0416 -14.5821 25.5974
H -1.8521 -15.8605 26.5961
H 0.8078 -16.3224 25.3703
O -0.9545 -22.0462 14.7556
C -1.8627 -21.4547 15.3033
O -2.0830 -20.1482 15.2257
C -3.1776 -19.8053 16.0801
C -3.9151 -21.1285 16.1467
F -4.8737 -21.2367 15.1928
O -2.9112 -22.0870 15.9085
H -2.8513 -19.4923 17.1010
H -3.7692 -18.9752 15.6483
H -4.3986 -21.4576 17.0553
O -6.2953 -17.5607 22.2548
C -6.0274 -18.7078 21.8813
O -4.7733 -19.2280 21.6077
C -4.9391 -20.5711 21.2223
C -6.4329 -20.8577 21.4268
F -6.6053 -21.7265 22.4902
O -7.0358 -19.6011 21.7047
H -4.5999 -20.6369 20.1967
H -4.2574 -21.2093 21.7845
H -6.9194 -21.3907 20.6424
O -9.5796 -11.0765 20.9355
C -8.8238 -11.9292 21.2346
O -8.2453 -12.8403 20.4598
C -7.7018 -13.9385 21.2864
C -7.4388 -13.2173 22.5758
F -6.2271 -12.8129 22.8187
O -8.2902 -12.1451 22.5451
H -8.3343 -14.7961 21.5421
H -6.7800 -14.2238 20.8518
H -7.7460 -13.9151 23.3672
O -0.1810 -16.3517 17.6107
C 0.1733 -16.9542 16.6866
O -0.2811 -18.1498 16.2583
C 0.3885 -18.5985 15.1227
C 1.1771 -17.4067 14.6629
F 0.4642 -16.7209 13.6643
O 1.1539 -16.4995 15.7839
H 0.9871 -19.5156 15.2984
H -0.3140 -18.7444 14.3080
H 2.1333 -17.4128 14.2476
O -2.3928 -20.5574 19.2693
C -1.4699 -19.8671 19.5885
O -1.5324 -18.8701 20.4949
C -0.2956 -18.3338 20.7946
C 0.6270 -19.0383 19.7257
F 1.6544 -19.7449 20.3130
O -0.2481 -19.9968 19.1077
H -0.1815 -17.2970 20.7774
H 0.0618 -18.7228 21.7804
H 1.2341 -18.4707 19.0083
O -5.7838 -18.6760 18.3351
C -5.1633 -17.8196 18.9155
O -3.8570 -17.8450 19.1386
C -3.4589 -16.6740 19.9024
C -4.7905 -15.9662 20.1861
F -4.6240 -14.6461 19.6381
O -5.6845 -16.6403 19.4094
H -2.9023 -16.9940 20.7668
H -2.7843 -16.0818 19.3427
H -5.1918 -15.9028 21.1955

Mulliken atomic charge list, values in e, 2 entries: -0.442, 0.456

---

DFT (wB97M-V/def2-TZVPD) results for a cluster of 9 separate species, C27H27F9O27 in total at a distorted geometry.

Results
* HOMO: -10.84 eV
* E: -3975.45501 a.u.
* Kohn-Sham gap: 10.77 eV
* lowest unoccupied orbital energy: -0.0026 Eh
* maximum force: 2.47 eV/A

Element x y z (Å)
O 1.6620 -0.7534 0.9214
C 0.6012 -0.4344 0.5172
O 0.1433 -0.6473 -0.7226
C -1.2697 -0.4669 -0.7478
C -1.6201 0.1424 0.6043
F -2.4519 -0.6414 1.3470
O -0.3833 0.1260 1.2634
H -1.5717 -0.0362 -1.6990
H -1.6945 -1.4772 -0.7682
H -2.0485 1.1401 0.5141
O -3.4658 1.8999 -2.3924
C -2.7077 2.4633 -3.1248
O -1.8536 1.8476 -3.9382
C -1.4596 2.7994 -4.9282
C -1.5733 4.1200 -4.1817
F -2.1260 5.0326 -5.0449
O -2.6368 3.7958 -3.2649
H -0.4281 2.6192 -5.2280
H -2.1121 2.6977 -5.7921
H -0.6589 4.5321 -3.7653
O -2.5882 -1.8416 -3.2405
C -2.9597 -1.6455 -4.3530
O -4.2371 -1.6797 -4.7256
C -4.3078 -1.6131 -6.1472
C -2.9598 -0.9791 -6.4947
F -2.9404 0.3999 -6.5270
O -2.1684 -1.3577 -5.4151
H -4.5180 -2.5819 -6.5950
H -5.0977 -0.9364 -6.4754
H -2.5194 -1.2736 -7.4467
O -1.3628 4.6069 4.5717
C -1.5342 3.4485 4.7119
O -1.2436 2.4712 3.7707
C -2.0666 1.3590 4.0869
C -2.0977 1.4667 5.6020
F -0.9176 1.0674 6.1436
O -2.2274 2.8628 5.7187
H -3.0866 1.3445 3.6898
H -1.5681 0.4909 3.6539
H -2.9120 0.9347 6.0892
O -1.5016 -2.1466 5.2161
C -1.4093 -2.7940 4.2285
O -1.1883 -2.3369 3.0103
C -1.3536 -3.3378 2.0381
C -1.0599 -4.5790 2.8910
F 0.2801 -4.7772 2.9799
O -1.6001 -4.1585 4.1183
H -2.3858 -3.4667 1.7060
H -0.6578 -3.1447 1.2269
H -1.5654 -5.4033 2.3924
O 4.0369 -1.9081 -3.0745
C 2.9284 -1.8192 -3.4599
O 1.9533 -2.7454 -3.3287
C 0.7277 -2.1142 -3.6593
C 1.1323 -0.9460 -4.5399
F 0.2360 0.0525 -4.3321
O 2.3842 -0.6499 -3.9594
H 0.0991 -2.8421 -4.1747
H 0.1258 -1.7778 -2.8195
H 1.2286 -1.0921 -5.6194
O 0.7363 3.6438 -2.0390
C 0.4683 3.6285 -0.8738
O 1.3379 3.4107 0.1171
C 0.6023 3.5547 1.3598
C -0.6473 4.3014 0.9620
F -0.4448 5.6447 0.8740
O -0.7634 3.8545 -0.3773
H 0.3143 2.5451 1.6519
H 1.1699 3.9850 2.1784
H -1.4384 4.0297 1.6570
O 7.9077 -2.3188 1.6253
C 6.8970 -2.1359 1.0269
O 5.9776 -3.1028 0.7815
C 4.7893 -2.4455 0.3716
C 5.2423 -1.0879 -0.1868
F 4.2734 -0.1901 0.1023
O 6.4073 -0.9513 0.6132
H 4.2657 -3.0251 -0.3876
H 4.1596 -2.2611 1.2421
H 5.5320 -0.9706 -1.2304
O 1.9344 2.0325 3.7172
C 1.9959 0.9891 4.2824
O 1.8076 0.7796 5.5849
C 1.8246 -0.6252 5.8191
C 2.7465 -1.0989 4.6937
F 2.3190 -2.3227 4.2783
O 2.3662 -0.1797 3.6796
H 2.1276 -0.8573 6.8356
H 0.8569 -1.0859 5.6068
H 3.7914 -1.0571 5.0067

Mulliken atomic charge list, values in e, 2 entries: -0.527, 0.346